No. 1
21
Properties=species:S:1:pos:R:3:mulliken_charge:R:1 method="wB97M-V/def2-TZVPD" orbital_gap_ha=0.3887 e_lumo_ev=0.40 e_above_lowest_kj_mol=123.0 total_charge=0 e_tot_ha=-1001.6918 fmax_ha_per_bohr=0.08125
O -0.7161 1.6308 -1.4396 -0.4814
O 1.7478 1.7831 -0.1265 -0.5178
O -0.4206 3.1836 0.7433 -0.5685
O -0.2855 0.6936 1.1722 -0.3223
C 1.0775 -0.9275 -1.2079 -1.1677
C -1.7823 -0.9233 -0.3700 -1.1118
C 0.6071 -1.9545 1.5652 -1.2384
Si 0.0752 1.7744 -0.0093 0.6951
Si -0.0578 -0.6892 0.2942 0.7702
H -1.4507 2.2378 -1.5878 0.3160
H 2.2071 2.6156 0.0499 0.3128
H -0.6502 2.9489 1.6631 0.3103
H 1.9707 -1.5769 -1.0717 0.3229
H 1.3853 0.0386 -1.5507 0.3692
H 0.4667 -1.3398 -1.9869 0.3559
H -2.1638 0.0177 -0.7417 0.3083
H -1.7516 -1.5839 -1.2102 0.3592
H -2.4044 -1.3168 0.4183 0.2938
H 0.4567 -1.5907 2.5526 0.3057
H 0.0215 -2.8474 1.4143 0.3549
H 1.6674 -2.1738 1.4294 0.3338

***

No. 2
18
Properties=species:S:1:pos:R:3:mulliken_charge:R:1 method="wB97M-V/def2-TZVPD" orbital_gap_ha="0.2149 / 0.2464" e_lumo_ev="3.83 / 3.82" e_above_lowest_kj_mol=692.4 total_charge=-1 e_tot_ha=-550.8222 fmax_ha_per_bohr=0.07426
C 0.5103 1.2375 -0.1791 -0.3632
C 0.3384 0.3889 0.9888 0.5723
C -1.0588 0.3536 -1.6091 -0.5770
C 0.7043 0.8754 3.2026 -0.6425
C -0.5072 -1.5225 -3.1794 -0.6003
N -0.5312 -0.6433 0.9849 -0.2709
O -0.3847 -1.5237 1.8793 -0.6481
O 0.1656 1.0140 -1.4163 -0.2081
O 1.2992 0.6877 1.9237 -0.3035
O -0.9981 -0.2495 -2.8574 -0.3119
H 1.0309 2.1726 -0.0022 0.3157
H -1.2862 -0.3233 -0.8156 0.5389
H 1.6307 0.8049 3.7802 0.2006
H -0.1244 0.2309 3.4756 0.3036
H 0.1422 1.8312 3.4186 0.2475
H -0.0002 -1.3882 -4.1805 0.2379
H -1.2759 -2.2778 -3.0041 0.2616
H 0.3452 -1.6684 -2.4098 0.2475

***

No. 3
15
Properties=species:S:1:pos:R:3:mulliken_charge:R:1 method="wB97M-V/def2-TZVPD" orbital_gap_ha=0.3201 e_lumo_ev=-5.20 e_above_lowest_kj_mol=108.1 total_charge=+1 e_tot_ha=-672.4250 fmax_ha_per_bohr=0.04878
C -1.5636 2.3025 0.3669 -0.9981
C 0.6282 -0.1701 0.5592 -0.0360
C -2.4139 1.3298 0.0845 0.1658
C 1.7423 -1.3588 -1.2248 -0.7693
N 0.7362 -0.4465 -0.6801 0.0737
Cl -2.1768 0.1323 -1.1361 -0.1907
H -1.7378 2.9458 1.2148 0.2560
H -0.6997 2.4419 -0.1706 0.4914
H 1.2937 -0.6763 1.1733 0.2665
H 0.2009 0.6991 1.0012 0.3041
H -3.4503 1.1554 0.5630 0.3186
H 2.5805 -0.7301 -1.5051 0.3328
H 1.9569 -1.9102 -0.3665 0.3202
H 1.3486 -1.9806 -2.0048 0.3394
H -0.0402 -0.0652 -1.2392 0.1257

***

No. 4
19
Properties=species:S:1:pos:R:3:mulliken_charge:R:1 method="wB97M-V/def2-TZVPD" orbital_gap_ha=0.2153 e_lumo_ev=5.95 e_above_lowest_kj_mol=56.9 total_charge=-2 e_tot_ha=-762.3623 fmax_ha_per_bohr=0.02665
C -1.5419 -0.1535 -0.2147 -0.7740
N -1.9834 -1.3100 0.5542 -0.4252
C -1.9358 -1.1555 2.0192 -0.2094
O -3.1188 -0.7872 2.5453 -0.9507
C -0.0022 0.0404 -0.2095 -0.1787
C 0.4441 1.3956 -0.7254 -0.8421
S 1.7997 1.3795 -1.9909 -0.7828
H -2.0611 0.7588 0.0917 0.3360
H -1.7733 -0.3665 -1.2553 0.3695
H -2.9417 -1.5288 0.3262 0.2295
H -1.0948 -0.4690 2.2536 0.1281
H -1.6369 -2.1543 2.4222 0.1779
H 0.3995 -0.7955 -0.7866 0.1902
H 0.2665 -0.1420 0.8327 0.2739
H 0.7575 2.0707 0.0704 0.2266
H -0.3570 1.9608 -1.2065 0.2806
H 3.6502 0.2234 -0.3857 0.2867
H 2.8067 -0.9515 -0.0469 0.3329
O 3.7310 -0.6775 -0.0382 -0.6690